This record from the OMol25 dataset describes 2 unconnected molecules or ions with the total composition C24H45ClI2N2O4. The level of theory is the ωB97M-V functional and the def2-TZVPD basis.

Values from the calculation:
multiplicity: 2
calculated total energy: -65502.880 eV
molar mass: 714.9 g/mol
HOMO energy (alpha / beta): -11.0039 / -11.9017 eV
net charge: +1
frontier orbital gap (alpha / beta): 8.26 / 9.16 eV

Each atom is followed by the atoms it is bonded to, with distances in Å.
Cartesian coordinates (Å):
1 H 3.2970 -1.2388 2.5424  C18 1.090
2 C 3.7235 0.5353 -3.8824  H33 1.083, C41 1.539, H65 1.089, C70 1.539
3 C 3.1671 -0.5837 -0.0674  H24 1.086, C30 1.538, C50 1.534, C51 1.604
4 H 2.0291 1.2072 0.7500  N43 1.034
5 C -4.0597 -1.5297 -1.7179  C11 1.526, H47 1.092, H61 1.095, C62 1.530
6 H 1.2696 1.0059 -1.9936  C72 1.094
7 H -0.5032 0.7788 1.1151  C78 1.082
8 H -5.1932 2.4816 -0.2774  C57 1.089
9 C -5.9580 0.0213 -1.1518  C11 1.529, H28 1.095, C44 1.534, H71 1.092
10 C 4.0923 -1.6374 4.7123  H21 1.093, O40 1.425, H64 1.082, H68 1.096
11 C -5.5750 -1.3480 -1.7146  C5 1.526, C9 1.529, H60 1.091, H67 1.093
12 H 1.3134 -0.9437 -0.9339  C50 1.090
13 H 2.3171 -0.7484 -2.8596  C41 1.094
14 C -6.0357 -0.4261 1.3332  H36 1.089, C44 1.550, H55 1.091, H73 1.090
15 H 2.1538 2.3469 -1.3859  C72 1.080
16 I 4.9333 1.6903 -0.8823  C51 2.182
17 C 2.5330 4.3493 2.1120  H25 1.080, H56 1.092, C74 1.505, H75 1.088
18 C 3.9366 -2.1180 2.4588  H1 1.090, C26 1.508, H31 1.095, O40 1.422
19 H 3.1697 -2.7455 -0.2530  C30 1.091
20 H -1.6047 -2.3533 -0.7684  C23 1.091
21 H 3.9002 -0.5618 4.6703  C10 1.093
22 C -3.8117 -2.4391 0.6025  H29 1.092, H39 1.091, H54 1.086, C62 1.541
23 C -1.9186 -1.3578 -0.4522  H20 1.091, C62 1.522, H66 1.088, H76 1.093
24 H 3.6880 -0.0298 0.7079  C3 1.086
25 H 3.2361 4.7612 2.8200  C17 1.080
26 C 4.7333 -2.1199 1.1781  C18 1.508, C30 1.551, H46 1.086, H52 1.092
27 H 4.6183 -1.9803 -0.9149  C30 1.084
28 H -5.6668 0.7816 -1.8842  C9 1.095
29 H -3.4437 -2.2537 1.6134  C22 1.092
30 C 3.8912 -1.9396 -0.1114  C3 1.538, H19 1.091, C26 1.551, H27 1.084
31 H 3.3484 -3.0388 2.5302  C18 1.095
32 H -6.6365 2.0046 0.5890  C57 1.089
33 H 3.8579 1.5727 -3.6013  C2 1.083
34 H 3.9691 -1.2289 -2.6554  C41 1.084
35 N -3.8523 0.0292 0.2277  O38 1.292, C44 1.495, C62 1.491
36 H -6.8581 0.1562 1.7462  C14 1.089
37 O 2.7366 2.2486 3.0593  C74 1.156
38 O -3.1993 0.9688 -0.3733  N35 1.292
39 H -3.3630 -3.3704 0.2549  C22 1.091
40 O 4.8207 -2.0853 3.5725  C10 1.425, C18 1.422
41 C 3.3251 -0.3579 -2.6941  C2 1.539, H13 1.094, H34 1.084, C51 1.517
42 Cl 0.8845 -1.5629 1.2886  C50 1.740
43 N 1.3630 0.8637 0.0380  H4 1.034, C50 1.491, C72 1.493, C78 1.489
44 C -5.3129 0.3468 0.2009  C9 1.534, C14 1.550, N35 1.495, C57 1.529
45 H -0.5960 1.5789 -0.4666  C78 1.086
46 H 5.3306 -3.0223 1.0848  C26 1.086
47 H -3.8094 -2.5371 -2.0585  C5 1.092
48 O 0.7118 2.6362 2.3669  C58 1.418, C74 1.374
49 H 0.9008 3.3554 0.3834  C58 1.092
50 C 1.6376 -0.6015 0.0490  C3 1.534, H12 1.090, Cl42 1.740, N43 1.491
51 C 3.2699 0.3615 -1.3592  C3 1.604, I16 2.182, C41 1.517, C72 1.567
52 H 5.4265 -1.2761 1.1903  C26 1.092
53 H 2.2796 -0.5749 -5.0750  C70 1.081
54 H -4.8796 -2.6274 0.6610  C22 1.086
55 H -5.3619 -0.6402 2.1636  C14 1.091
56 H 3.0747 4.2120 1.1733  C17 1.092
57 C -5.5657 1.8238 0.5070  H8 1.089, H32 1.089, C44 1.529, H69 1.092
58 C 0.2401 2.7830 1.0374  O48 1.418, H49 1.092, H59 1.086, C78 1.532
59 H -0.7352 3.2590 1.0749  C58 1.086
60 H -5.9523 -1.4399 -2.7346  C11 1.091
61 H -3.6248 -0.8427 -2.4521  C5 1.095
62 C -3.4348 -1.2827 -0.3439  C5 1.530, C22 1.541, C23 1.522, N35 1.491
63 I 1.2229 1.9295 -4.9109  C70 2.155
64 H 4.6100 -1.9240 5.6186  C10 1.082
65 H 4.6869 0.2232 -4.2825  C2 1.089
66 H -1.4482 -1.1534 0.5076  C23 1.088
67 H -6.0554 -2.1469 -1.1434  C11 1.093
68 H 3.1147 -2.1328 4.7105  C10 1.096
69 H -5.1011 2.1178 1.4506  C57 1.092
70 C 2.7374 0.4040 -5.0570  C2 1.539, H53 1.081, I63 2.155, H77 1.080
71 H -7.0438 0.0859 -1.0604  C9 1.092
72 C 2.0108 1.2867 -1.2389  H6 1.094, H15 1.080, N43 1.493, C51 1.567
73 H -6.4722 -1.3651 0.9929  C14 1.090
74 C 2.0240 3.0011 2.5468  C17 1.505, O37 1.156, O48 1.374
75 H 1.7149 5.0273 1.8786  C17 1.088
76 H -1.5201 -0.6554 -1.1887  C23 1.093
77 H 3.2669 0.5823 -5.9810  C70 1.080
78 C 0.0252 1.4035 0.4067  H7 1.082, N43 1.489, H45 1.086, C58 1.532

Here are the Löwdin charges for atoms 1 to 8, given in e:
1. H 0.0793
2. C -0.3294
3. C -0.3473
4. H 0.1537
5. C -0.1311
6. H 0.0800
7. H 0.1129
8. H 0.0779